Entry 1:
{"formula": "C3H12NO2S2", "method": "the ωB97M-V functional and the def2-TZVPD basis", "total_charge": 1, "largest_force_ev_per_a": 4.1, "e_tot_ha": -1122.83397, "homo_energy_ev": -12.7, "orbital_gap_ev": 9.575, "species": ["N", "C", "C", "O", "C", "S", "S", "H", "H", "H", "H", "H", "H", "H", "H", "H", "H", "H", "H", "O"], "positions_angstrom": [[-1.519435, -0.574383, -0.271931], [-1.269511, 0.922087, -0.065849], [-1.530594, 1.846957, -1.389221], [-0.604635, 1.609216, -2.388371], [0.216177, 1.180332, 0.046539], [1.119388, 0.676031, 1.526147], [1.905184, -1.225467, 1.190625], [-2.141002, -0.720396, -1.041623], [-1.581723, -1.015513, 0.659266], [-0.624745, -1.035044, -0.514910], [-1.881112, 1.428275, 0.670277], [-1.491809, 2.904056, -1.080226], [-2.553600, 1.702312, -1.745525], [-0.606717, 2.246015, -3.146281], [0.679076, 0.794952, -0.880207], [0.578407, 2.251663, 0.026263], [3.035220, -0.717605, 0.705959], [-0.963325, -3.229208, -1.643452], [-1.007058, -3.916116, -0.258500], [-1.223334, -3.105909, -0.726629]], "atomic_forces_ev_per_a": [[2.666, 1.892, 1.482], [1.158, 2.551, -2.965], [-1.464, -0.111, 0.756], [0.792, -0.261, -1.363], [1.931, 0.247, 0.232], [-0.187, -0.737, 0.557], [-0.480, 0.596, -0.036], [-1.165, -0.804, 0.166], [-1.506, -0.134, -0.626], [-0.149, 0.317, -0.541], [-0.226, -0.830, 0.515], [0.055, -0.413, 0.464], [-0.187, -0.245, -0.045], [-0.383, -0.665, 1.235], [0.037, -0.100, 0.635], [-1.354, -0.796, -0.121], [0.367, -0.252, -0.219], [0.065, -0.382, -0.067], [0.059, -0.191, -0.084], [-0.028, 0.318, 0.025]]}



Entry 2:
{"formula": "C3H12NO4", "method": "the ωB97M-V functional and the def2-TZVPD basis", "total_charge": 2, "spin_multiplicity": 2, "largest_force_ev_per_a": 5.7, "e_tot_ha": -476.44246, "homo_energy_ev": [-18.7, -18.7], "orbital_gap_ev": [9.842, 4.221], "species": ["C", "C", "C", "O", "O", "N", "H", "H", "H", "H", "H", "H", "H", "H", "H", "H", "O", "H", "H", "O"], "positions_angstrom": [[-0.590364, -0.501010, -1.554363], [-0.714932, 1.023773, -1.432538], [-0.346870, 1.490947, -0.012818], [0.212063, 2.672183, -0.038102], [-0.630603, 0.937351, 0.990150], [0.290596, -1.046663, -0.427605], [-1.450277, -1.038034, -1.748213], [-0.176404, -0.674555, -2.497841], [-1.811829, 1.355049, -1.568758], [-0.227633, 1.562697, -2.131188], [0.029959, 3.227532, 0.770062], [0.603004, -2.037886, -0.461823], [-0.099282, -0.964539, 0.597788], [1.149331, -0.460721, -0.383654], [-0.848091, -3.967582, 1.480735], [-0.427715, -4.336620, 0.072327], [-0.501947, -3.577990, 0.691497], [1.788897, 0.923136, 1.922953], [2.485699, -0.355364, 1.630926], [1.778383, 0.219864, 1.269984]], "atomic_forces_ev_per_a": [[1.448, 0.750, 1.092], [-3.910, -2.684, 2.877], [0.573, 3.721, -4.255], [-0.423, 0.568, 0.758], [-1.599, -1.655, 3.076], [-0.269, 0.125, 0.883], [-2.369, -1.028, 1.046], [1.889, -0.324, -1.284], [1.332, -0.484, 0.480], [2.382, 1.974, -1.948], [0.497, -0.429, -0.374], [-0.642, 0.265, -0.356], [0.482, -0.449, -2.413], [-0.287, -0.557, 0.062], [-0.353, -0.353, 0.949], [-0.104, 0.547, 0.560], [0.556, -0.083, -1.659], [0.041, 0.419, 0.198], [-0.275, 0.137, -0.417], [1.032, -0.459, 0.725]]}



Entry 3:
{"formula": "C3H12NOS", "method": "the ωB97M-V functional and the def2-TZVPD basis", "total_charge": 1, "largest_force_ev_per_a": 1.8, "e_tot_ha": -649.42762, "homo_energy_ev": -13.3, "orbital_gap_ev": 9.933, "species": ["C", "C", "C", "S", "N", "H", "H", "H", "H", "H", "H", "H", "H", "H", "H", "H", "H", "O"], "positions_angstrom": [[1.566492, 0.300365, 1.215355], [0.940989, 0.502908, -0.135725], [-0.161546, -0.461733, -0.499404], [-0.541768, -0.288552, -2.276425], [0.346590, 1.952605, -0.335504], [1.786580, -0.764451, 1.318678], [0.972904, 0.447788, 2.115477], [2.479182, 0.896612, 1.253620], [1.712326, 0.622916, -0.880634], [0.204942, -1.446369, -0.314144], [-1.088853, -0.321995, 0.049330], [-1.865385, -0.473891, -2.277523], [0.816724, 2.641932, 0.254454], [0.455239, 2.179123, -1.309723], [-0.647747, 2.050436, -0.141307], [-1.832003, -3.082504, 0.294106], [-3.055650, -2.418513, 0.817326], [-2.089023, -2.336677, 0.852038]], "atomic_forces_ev_per_a": [[0.275, -0.223, 0.301], [-1.150, 1.348, 0.063], [-0.160, 0.355, -0.807], [0.286, 0.118, -0.337], [0.030, -0.198, 1.064], [0.488, 0.081, -0.335], [-0.468, 0.583, -0.264], [0.050, -0.239, 0.367], [0.430, -0.964, -0.287], [0.107, -0.707, 0.201], [0.226, 0.013, 0.370], [-0.053, -0.010, 0.272], [0.202, -0.041, -0.180], [0.048, 0.318, -0.595], [-0.204, -0.361, 0.164], [0.248, 0.012, 0.140], [0.228, 0.215, 0.298], [-0.585, -0.303, -0.436]]}



Entry 4:
{"formula": "C3H12NOS", "method": "the ωB97M-V functional and the def2-TZVPD basis", "total_charge": 1, "largest_force_ev_per_a": 0.9, "e_tot_ha": -649.43163, "homo_energy_ev": -13.3, "orbital_gap_ev": 9.812, "species": ["C", "C", "C", "S", "N", "H", "H", "H", "H", "H", "H", "H", "H", "H", "H", "H", "H", "O"], "positions_angstrom": [[-1.480474, -1.258021, -0.087370], [-0.353772, -0.334848, 0.329268], [-0.493434, 1.119640, -0.086749], [0.945606, 2.104048, 0.536379], [-0.291823, -0.363167, 1.873036], [-1.753805, -1.012337, -1.114526], [-2.373908, -1.075514, 0.514194], [-1.257640, -2.322363, -0.069003], [0.635894, -0.674125, 0.028468], [-0.440278, 1.171192, -1.167144], [-1.462388, 1.513608, 0.225208], [1.052749, 2.686803, -0.639129], [-0.916220, 0.310705, 2.309267], [-0.482140, -1.323380, 2.154019], [0.617674, -0.071410, 2.238825], [2.795717, 0.629933, -2.414892], [2.673431, -0.901368, -2.651594], [2.584803, -0.199388, -1.978251]], "atomic_forces_ev_per_a": [[-0.392, 0.440, -0.419], [0.329, 0.194, 0.457], [0.258, -0.233, 0.200], [-0.809, -0.363, 0.129], [0.591, 0.108, -0.233], [0.013, -0.080, 0.000], [-0.029, 0.005, -0.003], [0.282, 0.021, 0.193], [-0.034, -0.181, -0.179], [-0.108, -0.125, -0.123], [0.074, 0.171, 0.089], [0.431, 0.482, -0.321], [-0.711, -0.240, -0.049], [-0.095, 0.123, 0.478], [0.304, -0.294, -0.272], [0.130, -0.065, -0.160], [0.042, 0.651, 0.387], [-0.279, -0.614, -0.174]]}



Entry 5:
{"formula": "C3H12NOS", "method": "the ωB97M-V functional and the def2-TZVPD basis", "total_charge": 1, "largest_force_ev_per_a": 3.7, "e_tot_ha": -649.39710, "homo_energy_ev": -13.2, "orbital_gap_ev": 9.851, "species": ["C", "C", "C", "S", "N", "H", "H", "H", "H", "H", "H", "H", "H", "H", "H", "H", "H", "O"], "positions_angstrom": [[-0.419358, -1.858846, 0.715225], [-0.923699, -0.461670, 0.305163], [-0.030739, 0.741745, 0.509535], [-0.956177, 2.224235, 1.109453], [-1.233111, -0.442357, -1.247515], [0.257656, -1.629553, 1.541143], [0.012576, -2.462114, -0.120808], [-1.083859, -2.408899, 1.239040], [-1.948079, -0.320576, 0.710262], [0.814444, 0.544930, 1.257480], [0.431298, 0.842025, -0.538168], [-0.380142, 3.111025, 0.352543], [-1.842239, 0.297687, -1.495511], [-0.317873, -0.210919, -1.634095], [-1.517049, -1.359870, -1.570207], [3.709920, 0.788989, -0.255766], [2.617083, 1.750678, -0.325938], [2.809356, 0.853485, -0.551844]], "atomic_forces_ev_per_a": [[2.584, 2.235, -1.306], [-2.254, -0.711, -0.438], [1.763, 0.046, -0.110], [-0.429, -1.242, 0.106], [1.860, -0.960, 1.501], [0.870, -0.348, -0.554], [0.063, 0.599, 0.889], [-2.931, -1.807, 0.984], [0.727, 0.102, 0.120], [-1.250, 0.039, -1.304], [-0.017, 0.816, 2.028], [0.550, 0.729, -0.680], [-1.162, 0.820, -0.323], [-0.090, -0.333, -0.611], [-0.416, -0.019, -0.259], [0.825, -0.464, 0.047], [-0.406, 1.052, 0.102], [-0.288, -0.555, -0.191]]}



Entry 6:
{"formula": "C3H12NOS", "method": "the ωB97M-V functional and the def2-TZVPD basis", "total_charge": 1, "largest_force_ev_per_a": 3.3, "e_tot_ha": -649.38196, "homo_energy_ev": -12.1, "orbital_gap_ev": 8.522, "species": ["C", "C", "C", "S", "N", "H", "H", "H", "H", "H", "H", "H", "H", "H", "H", "H", "H", "O"], "positions_angstrom": [[-0.681364, 0.117762, -0.381900], [0.700271, 0.236729, -1.044978], [1.752952, 0.598545, -0.016147], [2.588252, -0.975622, 0.647028], [-1.767492, 1.122224, -0.818560], [-1.096049, -0.936220, -0.348468], [-0.583746, -0.017588, 0.691930], [0.840135, 0.804385, -1.992083], [0.989116, -0.706314, -1.518502], [1.609522, 1.296951, 0.815043], [2.593540, 1.099181, -0.513713], [3.017753, -0.420254, 1.795297], [-2.684539, 0.827794, -0.488770], [-1.418957, 2.027365, -0.482537], [-1.561165, 1.135788, -1.818191], [-1.597320, -2.641311, 1.298199], [-1.275572, -1.821398, 2.561243], [-1.425337, -1.748016, 1.615110]], "atomic_forces_ev_per_a": [[-0.373, -2.807, 0.564], [-0.124, 0.092, -0.314], [2.881, -0.165, -0.137], [-0.841, 0.930, 0.045], [3.214, -0.622, 0.309], [-0.020, 1.210, -1.663], [0.130, 1.678, 0.393], [-0.801, 0.693, 0.821], [-0.238, -0.441, 0.624], [-1.091, -0.421, -0.136], [-0.251, -0.170, -0.253], [-0.019, -0.132, -0.151], [-0.126, 0.377, -0.358], [-0.891, -0.001, 0.216], [-1.295, 0.066, -0.249], [0.024, -0.071, 0.225], [0.005, -0.150, 0.102], [-0.185, -0.066, -0.039]]}



Ordered ΔE to the lowest compared entry with this formula, charge and spin results: 122.88, 0.00, 60.47, 49.93, 140.62, 180.34; unit kJ/mol.